Model P:
Below is a 2-piece molecular cluster, C4H13NSi overall, with properties calculated with ωB97M-V with the def2-TZVPD basis set.

Each line ends with the Mulliken charge.
CARTESIAN COORDINATES (ANGSTROEM)
C 0.1961 -1.5836 -2.2486  -1.29
C -1.5268 -0.1442 0.8246  -1.27
C -0.4746 -0.3588 -1.6509  -0.16
C -0.4292 -0.4636 -0.1134  -0.15
N 0.7435 1.6724 2.4520  -0.56
Si 1.7552 1.4017 0.9881  0.40
H -0.4238 -2.4283 -1.9858  0.33
H 1.0855 -1.7102 -1.6783  0.33
H 0.3804 -1.6253 -3.2981  0.36
H -2.1079 0.7082 0.4258  0.32
H -2.2812 -1.0408 0.9110  0.27
H -1.1341 0.1398 1.7235  0.41
H -0.1326 0.6134 -2.1072  0.27
H -1.5925 -0.4077 -1.8949  0.23
H 0.3280 -1.2822 0.2306  0.21
H 0.9965 1.1862 3.3099  0.25
H -0.2146 1.5857 2.1927  0.29
H 3.1123 1.0747 1.4808  -0.13
H 1.7198 2.6625 0.4382  -0.13

## Properties
- net charge = 0
- orbital gap (alpha / beta) (eV) = 7.58 / 7.52

---

Model Q:
Below is a 2-piece molecular cluster, C4H13NSi overall, with properties calculated with ωB97M-V with the def2-TZVPD basis set.

Each line ends with the Mulliken charge.
CARTESIAN COORDINATES (ANGSTROEM)
C -1.8032 1.0431 -1.0833  -0.96
C 1.8939 1.5005 0.4096  -0.85
C 0.1025 -2.4317 0.7677  -1.04
C -0.9908 -0.2142 -1.1690  -0.74
N 1.3919 0.2630 0.8354  -0.12
Si -0.0267 -0.6316 0.3637  0.13
H -1.1632 2.0003 -1.2322  0.21
H -2.6462 1.0261 -1.9053  0.29
H -2.3581 0.9471 -0.1686  0.31
H 1.4869 1.7473 -0.6178  0.22
H 1.5509 2.4004 0.9582  0.32
H 2.9499 1.4778 0.1347  0.32
H 0.1495 -3.1872 -0.1290  0.28
H 0.8061 -2.5454 1.4991  0.37
H -0.7489 -2.7432 1.3986  0.35
H -0.2862 -0.2579 -2.0038  0.38
H -1.6124 -0.9756 -1.5090  0.48
H 1.5749 0.2218 1.8220  0.22
H -1.5722 0.0927 1.4894  -0.19

## Properties
- net charge = 0
- orbital gap (eV) = 9.24

---

Model R:
Below is C4H13NSi as an isolated structure, with properties calculated with ωB97M-V with the def2-TZVPD basis set.

Each line ends with the Mulliken charge.
CARTESIAN COORDINATES (ANGSTROEM)
C 1.2585 -0.7352 -0.5626  -1.71
C 0.6324 1.6650 0.0482  -1.21
C 0.8358 -0.3401 1.8393  -1.58
C 0.5192 0.1954 0.4003  0.99
N -2.0583 -0.2239 -1.8534  -0.57
Si -1.6350 -0.5182 -0.1683  0.54
H 2.2961 -0.4208 -0.9673  0.29
H 1.3004 -1.6643 -0.1684  0.49
H 0.7971 -0.9572 -1.5370  0.44
H -0.0816 2.2799 0.7217  0.28
H 0.4885 1.6822 -1.1124  0.29
H 1.6650 1.9106 0.4058  0.36
H -0.0571 -0.0318 2.4085  0.37
H 1.0120 -1.3627 1.9731  0.39
H 1.7176 0.1476 2.0917  0.45
H -3.0657 -0.1828 -1.8146  0.25
H -1.7689 0.6707 -2.2044  0.24
H -1.1609 -1.9338 -0.1692  -0.12
H -2.6952 -0.1806 0.6689  -0.20

## Properties
- net charge = 0
- orbital gap (eV) = 9.02

---

We find model Q to be the most stable, with the next structure 1.2 kcal/mol higher.

---

Model P:
Below is a 2-piece molecular cluster, C4H9N2 overall, with properties calculated with ωB97M-V with the def2-TZVPD basis set.

Each line ends with the Mulliken charge.
CARTESIAN COORDINATES (ANGSTROEM)
C 1.4727 -0.3351 -1.1146  0.07
C 0.8935 0.9237 -1.4048  -0.33
C -0.0678 1.4951 -0.6920  0.22
C -1.0192 2.0420 -0.0361  -0.59
N -1.0157 -1.2800 1.4597  -0.93
N 1.0801 -1.1646 -0.2052  -0.20
H 1.2870 1.4609 -2.2581  0.38
H 2.3236 -0.6153 -1.7299  0.38
H -0.8499 2.7221 0.7874  0.28
H -1.8471 -1.6593 1.0179  0.27
H -2.0573 1.8801 -0.2884  0.29
H -0.7154 -1.9472 2.1647  0.28
H -1.2869 -0.4331 1.9501  0.26
H 1.5880 -2.0319 -0.0870  0.26
H 0.2146 -1.0573 0.4363  0.35

## Properties
- multiplicity = 3
- net charge = +1
- orbital gap (alpha / beta) (eV) = 8.41 / 6.87
- ⟨S²⟩ = 2.01

---

Model Q:
Below is an isolated ion of composition C4H9N2 and charge +1, with properties calculated with ωB97M-V with the def2-TZVPD basis set.

Each line ends with the Mulliken charge.
CARTESIAN COORDINATES (ANGSTROEM)
C -1.2304 0.0566 -0.1830  -0.07
C 0.2500 0.1226 -0.1553  1.17
C 0.9231 -1.2112 -0.0645  -1.38
C 1.2159 1.2003 0.3307  -1.47
N -0.6634 0.4113 -1.3311  -0.18
N -2.2444 -0.2005 0.5987  -0.31
H 0.5162 -1.9205 -0.8350  0.36
H 0.8160 -1.6528 0.8684  0.34
H 1.9330 -1.0091 -0.2314  0.47
H 2.1983 0.9294 0.5923  0.43
H 0.8668 1.7480 1.1430  0.38
H 1.3760 1.9070 -0.4011  0.44
H -0.7263 0.1004 -2.3345  0.30
H -2.0494 -0.2400 1.6455  0.30
H -3.1815 -0.2415 0.3575  0.23

## Properties
- multiplicity = 3
- net charge = +1
- orbital gap (alpha / beta) (eV) = 7.49 / 7.29
- ⟨S²⟩ = 2.01

---

Model R:
Below is an isolated ion of composition C4H9N2 and charge +1, with properties calculated with ωB97M-V with the def2-TZVPD basis set.

Each line ends with the Mulliken charge.
CARTESIAN COORDINATES (ANGSTROEM)
C -0.4594 -0.6316 0.0359  -0.33
C 1.9612 -0.7921 -0.1367  -0.26
C -1.6070 0.3036 -0.4572  -0.08
C 0.9541 1.4026 -0.0104  -0.98
N -2.7394 -0.0256 -0.0246  -0.28
N 0.8482 -0.1363 -0.0901  0.10
H -0.7378 -1.0920 1.0647  0.29
H -0.4908 -1.6083 -0.5512  0.35
H 2.0487 -1.8651 -0.4466  0.25
H 2.8684 -0.2511 -0.3270  0.29
H 1.4201 1.8590 -0.9907  0.34
H 0.0226 1.7683 0.1181  0.38
H 1.5456 1.7578 0.9291  0.36
H -3.4889 0.6380 -0.2891  0.29
H -2.9947 -0.8716 0.5810  0.29

## Properties
- multiplicity = 3
- net charge = +1
- orbital gap (alpha / beta) (eV) = 4.29 / 9.07
- ⟨S²⟩ = 2.01

---

Model S:
Below is a 2-piece molecular cluster, C4H9N2 overall, with properties calculated with ωB97M-V with the def2-TZVPD basis set.

Each line ends with the Mulliken charge.
CARTESIAN COORDINATES (ANGSTROEM)
C 2.5689 -0.2543 0.8603  -0.17
C -0.0291 1.6797 0.8735  -0.17
C -1.8699 -0.6196 -1.3226  -0.69
C -0.8446 -1.0142 -0.3952  -0.68
N 1.7722 0.4764 0.1937  -0.23
N 0.5638 0.7347 0.2954  0.23
H 3.5651 -0.3362 0.4121  0.30
H 2.4333 -0.7437 1.8341  0.31
H 0.4406 2.5525 1.2496  0.32
H -1.0635 1.6835 0.7166  0.30
H -1.9526 0.4377 -1.3486  0.24
H -1.7230 -0.8958 -2.4733  0.28
H -2.8164 -1.0662 -0.9038  0.27
H 0.1373 -1.4998 -0.5833  0.29
H -1.1821 -1.1347 0.5914  0.40

## Properties
- multiplicity = 3
- net charge = +1
- orbital gap (alpha / beta) (eV) = 6.23 / 6.48
- ⟨S²⟩ = 2.01

---

We find model P to be the most stable, with the next structure 45.6 kcal/mol higher.

---

Model P:
Below is C4H4S2 in the gas phase, with properties calculated with ωB97M-V with the def2-TZVPD basis set.

Each line ends with the Mulliken charge.
CARTESIAN COORDINATES (ANGSTROEM)
C 1.8440 0.0372 0.0820  -0.35
C 0.3681 -0.0430 0.3648  -0.07
C -0.8250 0.2286 0.1722  0.01
C -2.1963 -0.0789 -0.3145  -0.28
H 4.0147 -0.4415 0.4772  0.16
H 1.9561 -0.4254 -0.9418  0.33
H 1.9872 1.0873 0.1262  0.34
H -2.6177 -0.8604 0.4855  0.25
S 2.9181 -0.6097 1.4873  -0.21
S -2.9484 0.5957 -1.6107  -0.19

## Properties
- SMILES = S=CC#CCS
- net charge = 0
- orbital gap (eV) = 8.20

---

Model Q:
Below is C4H4S2 in the gas phase, with properties calculated with ωB97M-V with the def2-TZVPD basis set.

Each line ends with the Mulliken charge.
CARTESIAN COORDINATES (ANGSTROEM)
C -3.2339 -0.1165 0.1383  0.03
C -2.0498 -0.0777 0.3266  -0.38
C -0.7564 0.0959 0.7590  -0.29
C 1.7207 0.1823 -0.2641  -0.23
S 0.2877 -0.7532 -0.1833  0.02
S 3.1049 -0.7791 -0.7797  -0.20
H -4.0958 -0.3069 -0.5016  0.34
H -0.4692 0.8793 1.4792  0.32
H 1.7531 0.8588 0.6296  0.27
H 3.7387 0.0171 -1.6040  0.13

## Properties
- net charge = 0
- orbital gap (alpha / beta) (eV) = 7.11 / 7.00

---

Model R:
Below is C4H4S2 in the gas phase, with properties calculated with ωB97M-V with the def2-TZVPD basis set.

Each line ends with the Mulliken charge.
CARTESIAN COORDINATES (ANGSTROEM)
C 0.9333 -1.1187 1.0060  -0.04
C 0.0519 -0.2880 0.5333  -0.10
C -0.4010 1.6722 -0.7654  -0.73
C -0.7550 0.7417 0.1674  -0.15
S 1.0863 -2.6723 0.1840  0.01
S -0.2140 -2.2212 -1.2885  -0.20
H 1.5611 -0.9562 1.8715  0.35
H -1.0830 2.4406 -1.0778  0.30
H 0.5691 1.6396 -1.2358  0.30
H -1.7487 0.7624 0.6052  0.28

## Properties
- net charge = 0
- orbital gap (alpha / beta) (eV) = 7.92 / 5.69

---

We find model R to be the most stable, with the next structure 3.5 kcal/mol higher.

---

Model P:
Below is C2H5NP2 in the gas phase, with properties calculated with ωB97M-V with the def2-TZVPD basis set.

Each line ends with the Mulliken charge.
CARTESIAN COORDINATES (ANGSTROEM)
C 0.0270 1.3046 0.0779  -0.54
C -0.5164 -1.2693 0.1815  -0.77
N -1.6001 1.2078 -0.0355  -0.30
P -2.1121 -0.2630 -0.0506  0.17
P 0.9589 -0.2230 -0.2863  -0.01
H 0.4856 2.0307 -0.4938  0.36
H 0.0573 1.6307 1.1492  0.30
H -0.2294 -1.3220 1.1911  0.31
H -0.4752 -2.2219 -0.2732  0.45
H 0.7895 -0.2633 -1.7520  0.02

## Properties
- SMILES = C1N=PCP1
- net charge = 0
- orbital gap (eV) = 9.33

---

Model Q:
Below is a 2-piece molecular cluster, C2H5NP2 overall, with properties calculated with ωB97M-V with the def2-TZVPD basis set.

Each line ends with the Mulliken charge.
CARTESIAN COORDINATES (ANGSTROEM)
C -1.1982 0.0181 -0.8944  0.40
C -0.2094 -0.0238 0.0768  -0.23
N -2.0427 0.0159 -1.6772  -0.37
P -0.4240 0.8296 1.6358  -0.09
P 1.1240 -1.2498 -0.0627  -0.04
H 1.3290 1.2482 -1.2878  0.05
H 0.9254 1.0430 1.8913  0.07
H -0.7052 2.0983 1.1405  0.07
H 0.4226 -2.3202 0.5279  0.07
H 0.7785 -1.6592 -1.3503  0.06

## Properties
- net charge = 0
- orbital gap (alpha / beta) (eV) = 7.67 / 8.56

---

We find model P to be the most stable, with the next structure 82.4 kcal/mol higher.